Formula: H3OPS
Source: the Open Molecules 2025 dataset
Level of theory: ωB97M-V/def2-TZVPD

ORCA input file:
```
! RIJCOSX wB97M-V def2-TZVPD def2/J DEFGRID3
* xyz 0 1
S 0.53 -1.53 0.71
P -0.71 -0.19 -0.54
O 0.32 1.10 -0.20
H 0.11 2.10 -0.45
H -1.78 0.08 0.61
H 1.51 -1.57 -0.12
*
```

The strongest force on any atom comes out at 3.385 eV/A. The total energy comes out at -22219.71852 eV. The highest occupied orbital energy is -9.22 eV. As for the SMILES: OPS. The calculation puts the energy above the lowest of the compared OMol25 structures with the same formula, charge and spin at 14.3 kcal per mole. Its gap between HOMO and LUMO is 9.66 eV.

***

Formula: CsH4O2
Source: the Open Molecules 2025 dataset
Level of theory: ωB97M-V/def2-TZVPD

ORCA input file:
```
! RIJCOSX wB97M-V def2-TZVPD def2/J DEFGRID3
* xyz 1 1
Cs 0.72 -0.15 -0.67
O -1.62 0.77 -2.11
O 1.66 -0.65 2.02
H 1.08 -0.67 2.79
H 2.54 -0.54 2.38
H -2.06 0.67 -2.95
H -2.30 0.57 -1.46
*
```

The strongest force on any atom comes out at 0.474 eV/A. The total energy comes out at -4703.01923 eV. The highest occupied orbital energy is -16.10 eV. The calculation puts the energy above the lowest of the compared OMol25 structures with the same formula, charge and spin at 2.3 kcal per mole. Its gap between HOMO and LUMO is 12.53 eV.

***

Formula: C42H32AsClIrN5O3S
Source: the Open Molecules 2025 dataset
Level of theory: ωB97M-V/def2-TZVPD

ORCA input file:
```
! RIJCOSX wB97M-V def2-TZVPD def2/J DEFGRID3
* xyz 1 2
Ir -0.48 -0.98 -1.27
As 0.19 0.90 1.84
Cl -6.02 3.30 1.00
S -1.87 -3.34 -1.45
O -0.08 0.40 0.26
O 1.28 -0.31 -1.86
O -2.17 -0.99 -0.02
N -1.49 0.45 -2.35
N -0.24 -3.23 0.70
N 0.50 -2.45 -0.20
N -0.25 -1.67 -3.18
N -2.22 -4.31 0.99
C -2.13 -1.51 5.10
C -2.98 0.00 0.14
C 2.46 -0.91 -1.81
C -1.59 0.61 4.11
C 2.03 0.67 2.26
C 0.36 -2.79 -3.51
C 0.81 -2.00 -5.72
C -0.69 -1.44 3.18
C 3.49 -0.32 -2.55
C 4.25 0.18 1.51
C 0.53 5.04 1.94
C -3.91 -0.09 1.21
C -2.24 1.36 -1.82
C 0.14 -0.79 -5.40
C 0.83 3.68 1.94
C 4.76 -0.85 -2.54
C -0.74 1.38 -5.91
C 5.05 -1.99 -1.78
C -3.03 1.18 -0.66
C 2.90 0.35 1.23
C -1.35 -2.17 4.15
C 2.75 -2.05 -1.03
C -0.21 2.76 1.97
C -1.54 3.18 1.98
C -0.79 5.46 1.97
C 1.76 -2.71 -0.21
C -3.98 2.19 -0.38
C 4.05 -2.57 -1.03
C -0.05 0.27 -6.30
C 2.48 0.84 3.56
C -0.36 -0.66 -4.10
C -0.82 -0.05 3.15
C 4.71 0.33 2.81
C -1.82 4.54 1.99
C 0.91 -2.99 -4.79
C 3.83 0.66 3.83
C -4.86 2.05 0.65
C -1.02 0.52 -3.69
C -1.38 -3.60 0.20
C -4.82 0.90 1.45
C -1.26 1.50 -4.61
C -2.25 -0.13 5.08
H -1.01 6.52 1.98
H -2.85 0.37 5.83
H -3.88 -0.98 1.82
H -5.53 0.80 2.27
H -2.85 4.87 2.00
H 4.93 -0.08 0.71
H 5.53 -0.38 -3.13
H 6.05 -2.41 -1.79
H 2.08 -3.52 0.44
H 3.25 0.57 -3.13
H -1.84 2.38 -4.35
H 5.76 0.20 3.03
H -3.13 -4.54 0.65
H 1.34 5.76 1.93
H 1.79 1.08 4.36
H -0.91 2.19 -6.62
H -4.02 3.08 -1.00
H 2.52 0.27 0.22
H -1.25 -3.24 4.18
H -0.10 -1.95 2.44
H 4.26 -3.44 -0.43
H 1.86 3.35 1.91
H 0.35 0.19 -7.31
H 1.24 -2.12 -6.71
H -1.67 1.68 4.11
H -2.64 -2.09 5.87
H 4.20 0.78 4.84
H -2.34 2.46 2.00
H -2.36 2.30 -2.36
H 0.41 -3.55 -2.74
H -1.98 -4.45 1.95
H 1.40 -3.92 -5.01
*
```

The strongest force on any atom comes out at 1.192 eV/A. The total energy comes out at -144696.28263 eV. The highest occupied orbital energy (alpha / beta) is -9.99 / -9.93 eV. The calculation puts the energy above the lowest of the compared OMol25 structures with the same formula, charge and spin at 45.9 kcal per mole. Its gap between HOMO and LUMO (alpha / beta) is 6.64 / 6.13 eV.

***

Formula: C32H34CrN4O4S
Source: the Open Molecules 2025 dataset
Level of theory: ωB97M-V/def2-TZVPD

ORCA input file:
```
! RIJCOSX wB97M-V def2-TZVPD def2/J DEFGRID3
* xyz 1 2
Cr -1.72 -0.18 -0.34
S 1.17 -2.72 -2.73
O -1.74 -1.55 1.06
O -1.99 5.09 -3.04
O -3.03 3.40 -1.35
O -2.07 1.43 -1.08
N -1.49 -0.85 3.22
N -4.17 -0.10 0.41
N -0.52 1.16 1.13
N -0.05 -1.28 -0.95
C 2.89 -1.71 1.31
C 0.68 3.36 -4.76
C 3.22 -2.84 -0.81
C -0.18 -1.80 -2.16
C 3.66 -2.48 0.44
C -2.16 2.57 -1.67
C -1.50 -1.80 2.25
C 0.39 1.91 0.53
C -2.35 -0.86 -2.16
C -1.87 0.54 3.03
C -0.26 1.87 -3.15
C -2.74 -1.55 -4.86
C 3.11 0.07 3.10
C 1.07 2.94 1.16
C 3.39 -1.39 2.71
C 2.67 -2.33 3.69
C -3.49 -0.47 -2.84
C -3.69 -0.81 -4.17
C -1.21 -3.21 2.69
C -1.18 2.85 -2.75
C 4.90 -1.63 2.85
C 0.82 3.16 2.51
C 0.66 2.11 -4.15
C -1.58 -1.93 -4.23
C -0.10 2.35 3.15
C -1.15 4.11 -3.37
C 1.16 -1.63 -0.38
C -0.20 4.35 -4.37
C -1.38 -1.56 -2.89
C 1.63 -1.30 0.90
C 1.97 -2.41 -1.22
C -0.78 1.39 2.42
H 0.58 1.68 -0.51
H 5.14 -2.68 2.78
H 1.39 3.56 -5.55
H 1.60 -2.11 3.72
H -1.42 -3.37 3.74
H 1.33 3.94 3.05
H 3.60 0.75 2.42
H -2.91 -1.82 -5.89
H 5.24 -1.29 3.83
H 1.76 3.55 0.61
H 2.04 0.29 3.10
H 2.79 -3.37 3.38
H 3.83 -3.45 -1.46
H -0.31 2.48 4.20
H 5.46 -1.08 2.10
H 4.63 -2.83 0.74
H 3.48 0.26 4.10
H -1.81 -3.87 2.08
H -2.18 0.94 4.00
H -4.24 0.13 -2.34
H 1.34 1.34 -4.46
H -4.57 -0.75 -0.26
H -1.18 -1.12 4.14
H -4.58 -0.48 -4.68
H -2.73 0.57 2.35
H -4.47 -0.41 1.33
H -2.61 4.75 -2.36
H 0.97 -0.74 1.54
H -0.18 5.32 -4.83
H -0.81 -2.49 -4.75
H 3.07 -2.22 4.69
H -0.30 0.90 -2.68
H -0.16 -3.44 2.50
H -4.57 0.82 0.24
*
```

The strongest force on any atom comes out at 1.418 eV/A. The total energy comes out at -87140.39894 eV. The highest occupied orbital energy (alpha / beta) is -10.42 / -10.42 eV. The calculation puts the energy above the lowest of the compared OMol25 structures with the same formula, charge and spin at 2.5 kcal per mole. Its gap between HOMO and LUMO (alpha / beta) is 7.05 / 7.30 eV.

***

Formula: C4H16O4
Source: the Open Molecules 2025 dataset
Level of theory: ωB97M-V/def2-TZVPD

ORCA input file:
```
! RIJCOSX wB97M-V def2-TZVPD def2/J DEFGRID3
* xyz 0 1
O -18.01 11.77 -9.98
O -9.51 10.11 -9.68
O -10.40 13.68 -13.60
O -21.46 8.81 -6.71
C -17.04 10.84 -10.42
C -9.61 13.92 -14.77
C -21.15 7.44 -6.79
C -10.05 8.89 -10.24
H -11.08 9.06 -10.55
H -11.32 13.87 -13.77
H -22.01 6.79 -6.98
H -18.68 11.31 -9.48
H -8.57 13.62 -14.62
H -10.10 13.48 -15.64
H -9.56 14.99 -14.97
H -20.43 7.19 -7.56
H -20.83 7.12 -5.80
H -9.36 8.50 -10.99
H -22.22 9.03 -6.17
H -17.47 9.92 -10.82
H -9.91 10.80 -10.22
H -9.96 8.12 -9.48
H -16.41 11.33 -11.15
H -16.49 10.47 -9.55
*
```

The strongest force on any atom comes out at 1.523 eV/A. The total energy comes out at -12594.92430 eV. The highest occupied orbital energy is -10.24 eV. As for the SMILES: CO.CO.CO.CO. The calculation puts the energy above the lowest of the compared OMol25 structures with the same formula, charge and spin at 67.2 kcal per mole. Its gap between HOMO and LUMO is 10.83 eV.

***

Formula: C4H7NO
Source: the Open Molecules 2025 dataset
Level of theory: ωB97M-V/def2-TZVPD

ORCA input file:
```
! RIJCOSX wB97M-V def2-TZVPD def2/J DEFGRID3
* xyz 0 1
O -0.79 1.01 1.71
N -0.50 -1.56 -0.20
C -0.91 -0.19 -0.53
C -0.28 0.82 0.42
C 0.45 -0.68 -0.89
C 1.09 0.11 0.25
H 0.85 -0.91 -1.87
H -0.26 1.77 -0.14
H -0.18 1.61 2.14
H -1.78 -0.02 -1.16
H 1.30 -0.55 1.10
H 1.94 0.77 0.05
H -0.93 -2.17 -0.89
*
```

The strongest force on any atom comes out at 0.362 eV/A. The total energy comes out at -7796.73804 eV. The highest occupied orbital energy is -9.17 eV. As for the SMILES: O[C@H]1C[C@H]2N[C@@H]12. The calculation puts the energy above the lowest of the compared OMol25 structures with the same formula, charge and spin at 67.0 kcal per mole. Its gap between HOMO and LUMO is 10.14 eV.

***

Q: The highest strongest force on any atom belongs to which entry?
A: H3OPS

***

Q: Which of these has the highest strongest force on any atom?
A: H3OPS